# 1
Here is 3 unconnected molecules or ions with the total composition C27H48ClF11N2O5P from the OMol25 dataset. Energies are from wB97M-V/def2-TZVPD.

The geometry in ORCA input format:
```
! wB97M-V def2-TZVPD RIJCOSX def2/J DEFGRID3
* xyz 1 1
N -0.63 3.84 1.78
C -1.53 2.91 1.10
C -2.97 3.07 1.64
O -3.91 3.39 0.59
C -3.51 1.78 2.28
C -3.88 0.81 1.16
C -3.83 -0.73 1.20
C -2.57 -1.35 1.80
F -1.50 -0.60 1.46
F -2.37 -2.59 1.29
C -2.64 -1.56 3.34
F -1.43 -1.35 3.87
F -3.51 -0.69 3.91
C -4.20 -1.04 -0.26
C -4.53 -2.52 -0.58
P -3.33 -3.23 -1.74
O -3.73 -2.95 -3.12
O -1.91 -2.58 -1.37
O -3.25 -4.76 -1.27
C -5.31 0.06 -0.55
C -6.68 -0.38 -1.07
F -6.44 -0.92 -2.27
F -7.24 -1.33 -0.28
C -7.72 0.77 -1.25
F -7.02 1.93 -1.40
F -8.45 0.88 -0.14
C -8.68 0.62 -2.46
F -9.65 1.51 -2.35
F -8.02 0.83 -3.60
F -9.19 -0.61 -2.46
N -5.32 0.98 0.68
C -6.33 0.68 1.74
C -7.31 1.77 2.14
O -8.32 1.50 2.68
Cl -6.84 3.41 1.80
H -0.65 4.75 1.33
H 0.33 3.52 1.68
H -1.57 3.06 0.01
H -1.16 1.90 1.26
H -2.94 3.87 2.39
H -3.92 4.34 0.43
H -4.38 2.02 2.91
H -2.75 1.36 2.93
H -3.29 1.10 0.29
H -4.66 -1.14 1.79
H -2.97 -2.58 3.56
H -3.37 -0.73 -0.91
H -4.60 -3.11 0.33
H -5.46 -2.63 -1.12
H -1.30 -3.10 -0.83
H -2.39 -5.18 -1.37
H -4.93 0.69 -1.36
H -5.40 1.96 0.35
H -5.78 0.40 2.65
H -6.94 -0.17 1.46
C 5.98 2.31 2.72
C 5.32 0.94 2.60
C 5.05 0.52 1.15
C 4.11 1.43 0.37
C 2.73 1.61 1.00
C 1.94 0.31 1.12
H 5.35 3.10 2.30
H 6.17 2.57 3.76
H 6.93 2.33 2.19
H 4.38 0.94 3.17
H 5.96 0.20 3.06
H 4.66 -0.50 1.15
H 6.01 0.47 0.62
H 3.99 1.03 -0.64
H 4.57 2.42 0.25
H 2.16 2.32 0.39
H 2.83 2.07 1.99
H 1.79 -0.14 0.14
H 0.95 0.49 1.56
H 2.45 -0.41 1.76
C 10.04 -2.80 -3.48
C 9.48 -1.50 -2.93
C 8.48 -1.69 -1.79
C 7.22 -2.48 -2.17
C 6.42 -1.90 -3.33
C 5.89 -0.49 -3.05
H 9.25 -3.43 -3.90
H 10.77 -2.61 -4.27
H 10.54 -3.37 -2.70
H 9.02 -0.92 -3.74
H 10.30 -0.88 -2.56
H 8.19 -0.71 -1.40
H 8.98 -2.21 -0.97
H 6.58 -2.54 -1.29
H 7.50 -3.51 -2.41
H 5.58 -2.56 -3.54
H 7.03 -1.88 -4.24
H 5.25 -0.49 -2.17
H 5.31 -0.12 -3.89
H 6.71 0.22 -2.88
*
```

Properties
DFT total energy in eV: -93695.921
HOMO energy in Ha: -0.446
Orbital gap in eV: 9.465

=====

# 2
Here is a molecular structure, C35H56Br5GeNO2PS4Si3Ti from the OMol25 dataset. Energies are from wB97M-V/def2-TZVPD.

The geometry in ORCA input format:
```
! wB97M-V def2-TZVPD RIJCOSX def2/J DEFGRID3
* xyz -2 2
Ti -0.40 0.64 0.64
C -6.13 0.25 0.25
C -4.81 -0.25 -0.25
C -4.71 -1.07 -1.37
C -3.47 -1.52 -1.79
C -2.37 -1.11 -1.07
Br -0.61 -1.66 -1.49
N -2.43 -0.29 -0.04
C -3.63 0.11 0.39
H -6.85 -0.56 0.34
H -6.54 1.00 -0.44
H -6.03 0.73 1.22
H -5.60 -1.36 -1.90
H -3.36 -2.17 -2.65
H -3.62 0.75 1.26
S 1.74 0.17 1.95
S 1.09 -0.07 3.86
S -0.24 -1.65 3.94
S -1.17 -1.48 2.11
Br -0.57 3.42 -5.84
C 0.03 2.79 -4.17
C 1.38 2.60 -3.92
Br 2.67 3.02 -5.25
C 1.81 2.09 -2.68
Br 3.64 1.91 -2.25
C 0.89 1.77 -1.69
O 1.16 1.20 -0.55
C -0.50 2.03 -1.92
O -1.27 1.75 -0.92
C -0.90 2.50 -3.16
Br -2.76 2.71 -3.42
C 1.58 3.62 4.33
Si 0.58 4.09 2.80
C 0.11 5.90 3.11
C 1.77 4.10 1.33
Ge -1.27 2.65 2.28
Si -2.59 4.21 1.02
C -1.56 5.06 -0.32
C -4.08 3.43 0.16
C -3.39 5.66 1.98
Si -2.49 2.20 4.28
C -3.62 3.62 4.86
C -1.38 1.81 5.77
C -3.66 0.74 4.06
H 2.44 4.29 4.43
H 1.95 2.60 4.26
H 0.97 3.70 5.23
H 1.01 6.48 3.36
H -0.59 6.00 3.94
H -0.34 6.36 2.23
H 2.63 4.75 1.52
H 1.27 4.45 0.43
H 2.13 3.08 1.14
H -0.81 4.39 -0.73
H -1.04 5.94 0.08
H -2.21 5.39 -1.14
H -3.74 2.68 -0.56
H -4.65 4.19 -0.38
H -4.75 2.94 0.87
H -2.67 6.21 2.58
H -4.18 5.32 2.64
H -3.83 6.36 1.26
H -3.07 4.56 4.96
H -4.06 3.36 5.83
H -4.44 3.78 4.15
H -0.36 1.58 5.45
H -1.76 0.95 6.31
H -1.34 2.66 6.46
H -4.48 1.00 3.38
H -4.11 0.46 5.02
H -3.14 -0.13 3.65
C 1.41 -5.02 -2.59
C 1.85 -5.15 -1.13
C 2.87 -6.28 -1.01
C 0.62 -5.51 -0.29
P 2.33 -3.43 -0.49
C 3.04 -3.86 1.15
C 2.28 -3.48 2.25
C 2.72 -3.74 3.54
C 3.93 -4.38 3.75
C 4.70 -4.76 2.66
C 4.26 -4.50 1.37
C 3.78 -2.74 -1.48
C 4.82 -3.70 -2.07
C 4.48 -1.75 -0.54
C 3.14 -1.94 -2.63
H 0.94 -5.96 -2.91
H 2.24 -4.82 -3.26
H 0.67 -4.22 -2.71
H 2.42 -7.21 -1.37
H 3.17 -6.43 0.03
H 3.77 -6.10 -1.60
H 0.19 -6.45 -0.65
H -0.14 -4.73 -0.35
H 0.89 -5.63 0.76
H 1.35 -2.95 2.10
H 2.10 -3.41 4.37
H 4.28 -4.57 4.76
H 5.66 -5.25 2.82
H 4.88 -4.80 0.54
H 5.31 -4.30 -1.31
H 5.59 -3.11 -2.58
H 4.38 -4.37 -2.81
H 5.06 -2.26 0.23
H 3.76 -1.09 -0.05
H 5.16 -1.12 -1.13
H 2.57 -2.57 -3.30
H 3.92 -1.44 -3.21
H 2.49 -1.16 -2.23
*
```

Properties
DFT total energy in eV: -548905.092
Expectation value of S²: 0.76
HOMO energy (spin up / spin down) in Ha: -0.057 / -0.057
Orbital gap (spin up / spin down) in eV: 5.314 / 5.316

=====

# 3
Here is a molecular structure, C30H29FeI2N7O in a non-equilibrium geometry from the OMol25 dataset. Energies are from wB97M-V/def2-TZVPD.

The geometry in ORCA input format:
```
! wB97M-V def2-TZVPD RIJCOSX def2/J DEFGRID3
* xyz 1 2
Fe 0.00 0.41 -0.31
I -3.56 2.26 6.31
C -2.84 2.04 4.35
C -2.58 3.17 3.58
C -2.08 2.99 2.31
I -1.65 4.63 1.06
C -1.82 1.72 1.74
O -1.33 1.63 0.55
C -2.13 0.60 2.55
C -1.94 -0.78 1.97
N -0.55 -1.02 1.55
C 0.39 -0.99 2.68
C 1.75 -0.48 2.30
C 2.85 -0.83 3.06
C 4.09 -0.29 2.75
C 4.17 0.59 1.68
C 3.02 0.88 0.97
N 1.83 0.36 1.26
C -2.62 0.77 3.83
H -2.77 4.16 3.97
H -2.27 -1.52 2.71
H -2.56 -0.88 1.09
H -0.50 -1.93 1.10
H -0.02 -0.30 3.42
H 0.48 -1.97 3.16
H 2.74 -1.51 3.89
H 4.97 -0.54 3.33
H 5.11 1.05 1.40
H 3.04 1.55 0.13
H -2.84 -0.09 4.44
C -1.44 1.95 -2.33
N -0.23 2.27 -1.58
C 0.96 2.55 -2.39
C 1.72 1.29 -2.66
N 1.79 0.38 -1.75
C 2.65 -0.59 -2.21
C 3.12 -1.75 -1.60
C 4.00 -2.54 -2.31
C 4.41 -2.18 -3.61
C 3.96 -1.03 -4.23
C 3.08 -0.24 -3.50
N 2.45 0.97 -3.76
C -2.08 0.72 -1.79
N -1.39 -0.45 -1.60
C -2.13 -1.23 -0.70
C -1.98 -2.55 -0.30
C -2.93 -3.05 0.58
C -3.98 -2.27 1.04
C -4.12 -0.94 0.66
C -3.18 -0.44 -0.22
N -3.06 0.77 -0.85
H -1.17 1.81 -3.38
H -2.17 2.76 -2.29
H -0.40 3.04 -0.94
H 1.60 3.19 -1.77
H 0.77 3.08 -3.33
H 2.81 -2.00 -0.59
H 4.41 -3.44 -1.87
H 5.09 -2.83 -4.14
H 4.29 -0.75 -5.22
H 2.55 1.52 -4.60
H -1.17 -3.16 -0.67
H -2.84 -4.09 0.89
H -4.72 -2.70 1.71
H -4.93 -0.33 1.03
H -3.70 1.54 -0.76
C -0.74 -1.11 -2.74
H -1.47 -1.64 -3.35
H 0.00 -1.82 -2.37
H -0.23 -0.38 -3.35
*
```

Properties
DFT total energy in eV: -94639.057
Expectation value of S²: 0.77
HOMO energy (spin up / spin down) in Ha: -0.333 / -0.329
Orbital gap (spin up / spin down) in eV: 6.034 / 6.010

=====

# 4
Here is a single C6H8ClNOS molecule in a non-equilibrium geometry from the OMol25 dataset. Energies are from wB97M-V/def2-TZVPD.

The geometry in ORCA input format:
```
! wB97M-V def2-TZVPD RIJCOSX def2/J DEFGRID3
* xyz 0 1
C 2.29 0.06 -1.64
C 0.80 -0.02 -2.03
N -0.07 0.35 -0.91
S -0.75 1.88 -0.58
C -1.37 1.35 0.98
Cl -2.35 2.37 2.00
C -1.04 0.05 1.25
C -1.49 -0.79 2.44
C -0.32 -0.53 0.13
O 0.02 -1.70 0.07
H 2.54 1.11 -1.49
H 2.50 -0.48 -0.70
H 2.95 -0.29 -2.44
H 0.55 -1.06 -2.39
H 0.57 0.71 -2.83
H -0.66 -0.90 3.11
H -1.80 -1.79 2.07
H -2.36 -0.31 2.96
*
```

Properties
DFT total energy in eV: -33246.724
HOMO energy in Ha: -0.312
Orbital gap in eV: 9.061

=====

Energy relative to the best compared isomer or geometry (same formula, charge and spin) across the listed records, respectively: 0.000, 0.000, 4.948, 0.000 eV.